1.
A structure of composition C22H18Cl5N2S2Tc. Source: the OMol25 dataset; level of theory: ωB97M-V with the def2-TZVPD basis set.

## Properties
- gap between HOMO and LUMO (spin up / spin down) (eV) = 5.87 / 6.42
- 2S+1 = 2
- HOMO level (spin up / spin down) (eV) = -11.29 / -11.48
- <S²> = 1.232
- charge = +1

Atoms and positions in Å:
Tc: -0.093 -0.205 0.117
C: 2.846 -0.693 -0.899
N: 2.104 0.082 0.141
C: 2.305 1.532 -0.209
C: 1.282 2.410 0.457
N: -0.062 2.063 -0.082
C: -1.125 2.662 0.763
C: -0.197 2.539 -1.464
C: -0.217 3.900 -1.738
C: -0.337 4.344 -3.045
C: -0.432 3.423 -4.082
C: -0.402 2.069 -3.812
C: -0.283 1.615 -2.497
S: -0.217 -0.123 -2.199
C: 2.689 -0.159 1.474
C: 4.063 -0.178 1.663
C: 4.590 -0.368 2.932
C: 3.751 -0.527 4.025
C: 2.381 -0.492 3.844
C: 1.847 -0.311 2.569
S: 0.106 -0.299 2.383
H: 3.877 -0.347 -0.959
H: 2.360 -0.526 -1.855
H: 2.817 -1.744 -0.650
H: 2.206 1.610 -1.293
H: 3.320 1.828 0.063
H: 1.510 3.463 0.268
H: 1.262 2.257 1.538
H: -1.005 3.744 0.832
H: -1.069 2.233 1.761
H: -2.093 2.443 0.316
H: -0.141 4.624 -0.938
H: -0.355 5.404 -3.252
H: -0.527 3.763 -5.103
H: -0.472 1.347 -4.614
H: 4.742 -0.049 0.833
H: 5.663 -0.390 3.062
H: 4.163 -0.678 5.012
H: 1.709 -0.613 4.683
Cl: -2.563 -0.556 0.235
C: -1.964 -2.222 0.021
C: -0.585 -2.257 0.004
C: -0.040 -3.538 0.004
Cl: 1.661 -3.760 0.224
C: -0.848 -4.674 -0.074
Cl: -0.143 -6.235 -0.104
C: -2.243 -4.555 -0.111
Cl: -3.237 -5.942 -0.214
C: -2.832 -3.293 -0.030
Cl: -4.526 -3.061 0.002

=====

2.
A structure of composition C36H53NP2Ti. Source: the OMol25 dataset; level of theory: ωB97M-V with the def2-TZVPD basis set.

## Properties
- gap between HOMO and LUMO (eV) = 6.31
- HOMO level (eV) = -13.51
- charge = +2

Atoms and positions in Å:
Ti: 0.159 -0.557 1.219
C: -0.533 -2.535 1.892
C: 0.848 -2.646 1.439
C: 0.808 -1.256 3.320
C: -0.532 -1.697 3.071
C: 1.666 -1.809 2.300
C: -1.701 -3.337 1.445
H: -1.464 -3.903 0.540
H: -2.584 -2.711 1.243
H: -2.000 -4.052 2.229
C: -1.627 -1.699 4.067
H: -2.602 -1.687 3.574
H: -1.576 -0.829 4.734
H: -1.569 -2.616 4.680
C: 1.292 -0.622 4.570
H: 0.730 -0.996 5.441
H: 1.180 0.470 4.548
H: 2.352 -0.844 4.708
C: 3.153 -1.767 2.323
H: 3.546 -2.236 3.242
H: 3.546 -0.738 2.303
H: 3.565 -2.309 1.463
C: 1.402 -3.670 0.517
H: 1.872 -4.477 1.108
H: 2.178 -3.256 -0.143
H: 0.621 -4.121 -0.104
C: -1.490 -0.023 -4.456
C: -1.554 -1.357 -4.630
C: -0.728 -2.140 -5.617
C: 0.713 -1.628 -5.841
C: 1.425 -1.044 -4.646
C: 1.547 0.282 -4.444
C: 0.662 1.337 -5.051
C: -0.798 0.921 -5.392
H: -1.251 -2.151 -6.592
H: 0.709 -0.903 -6.669
H: -0.685 -3.196 -5.301
H: -0.833 0.524 -6.417
H: -2.127 0.446 -3.695
H: -2.364 -1.932 -4.167
H: -1.406 1.846 -5.417
H: 0.624 2.223 -4.390
H: 2.433 0.675 -3.933
H: 1.142 1.683 -5.987
H: 1.321 -2.476 -6.208
H: 2.040 -1.756 -4.076
P: -0.950 -0.591 -0.912
P: 2.044 0.373 -0.250
C: -0.134 0.699 -1.939
C: 1.132 1.412 -1.453
H: -0.905 1.432 -2.212
H: 0.097 0.144 -2.855
H: 1.773 1.642 -2.319
H: 0.851 2.368 -0.990
C: 3.096 1.580 0.598
H: 3.603 1.096 1.446
H: 2.489 2.412 0.987
H: 3.844 1.956 -0.120
C: 3.216 -0.617 -1.237
H: 3.760 0.018 -1.951
H: 2.714 -1.420 -1.794
H: 3.949 -1.072 -0.554
C: -2.721 -0.310 -1.103
H: -3.290 -1.049 -0.523
H: -3.002 -0.378 -2.160
H: -2.952 0.689 -0.715
C: -0.595 -2.197 -1.707
H: 0.457 -2.484 -1.583
H: -0.802 -2.142 -2.782
H: -1.241 -2.974 -1.270
C: 0.588 5.137 1.373
C: -0.220 4.429 0.481
C: -0.574 3.111 0.760
C: -0.037 2.454 1.889
C: 0.817 3.163 2.756
C: 1.082 4.511 2.524
N: -0.533 1.177 2.244
C: -1.613 1.268 3.127
C: -1.384 1.733 4.436
C: -2.460 2.107 5.241
C: -3.756 2.054 4.732
C: -3.998 1.540 3.449
C: -2.941 1.068 2.674
H: 0.830 6.181 1.178
H: -0.598 4.896 -0.431
H: -1.300 2.569 0.143
H: 1.204 2.648 3.639
H: 1.680 5.072 3.241
H: -0.358 1.859 4.774
H: -2.256 2.459 6.255
H: -4.579 2.399 5.357
H: -5.020 1.514 3.065
H: -3.118 0.633 1.689

=====

3.
The ion C8H12N with charge +1. Source: the OMol25 dataset; level of theory: ωB97M-V with the def2-TZVPD basis set.

## Properties
- gap between HOMO and LUMO (eV) = 9.09
- ΔE to the lowest compared entry with this formula, charge and spin (eV) = 2.902
- HOMO level (eV) = -12.66
- charge = +1

Atoms and positions in Å:
C: -3.048 -0.524 0.297
C: -1.928 -1.443 -0.051
C: -3.014 0.729 -0.002
C: -0.769 -0.888 -0.199
C: 2.083 -1.351 0.311
C: 2.379 1.081 -0.004
C: -2.458 1.811 -0.373
C: 0.160 -0.004 -0.429
N: 1.452 -0.036 0.358
H: -3.931 -0.982 0.721
H: -2.093 -2.545 0.038
H: 1.323 -2.045 0.597
H: 2.293 -1.661 -0.692
H: 3.011 -1.331 0.941
H: 3.184 1.068 0.707
H: 2.938 0.815 -0.997
H: 1.825 2.067 -0.340
H: -2.186 2.482 0.411
H: -2.631 2.384 -1.208
H: 0.292 0.209 -1.426
H: 1.119 0.163 1.341

=====

4.
A cluster of 3 separate species, C3H12NO2S in total. Source: the OMol25 dataset; level of theory: ωB97M-V with the def2-TZVPD basis set.

## Properties
- gap between HOMO and LUMO (spin up / spin down) (eV) = 10.14 / 6.80
- ΔE to the lowest compared entry with this formula, charge and spin (eV) = 1.106
- 2S+1 = 2
- HOMO level (spin up / spin down) (eV) = -9.62 / -9.50
- <S²> = 0.753

Atoms and positions in Å:
C: 0.018 -1.557 -1.654
C: -0.655 -0.336 -1.065
C: -1.450 -0.550 0.385
S: -0.181 -0.576 1.723
N: 0.219 0.891 -0.924
H: 0.107 -1.267 -2.770
H: -0.642 -2.445 -1.606
H: 0.865 -1.764 -1.163
H: -1.513 0.111 -1.732
H: -2.078 0.348 0.447
H: -2.104 -1.387 0.509
H: 0.116 1.318 -0.065
H: 1.204 0.763 -0.901
H: 2.267 0.169 1.271
H: 2.730 -0.831 0.201
O: 3.089 -0.143 0.734
H: -1.222 2.181 2.781
H: -0.069 2.300 1.629
O: -0.700 2.777 2.203

=====

5.
A cluster of 12 separate species, C52H136N8O18 in total. Source: the OMol25 dataset; level of theory: ωB97M-V with the def2-TZVPD basis set.

## Properties
- gap between HOMO and LUMO (eV) = 8.89
- ΔE to the lowest compared entry with this formula, charge and spin (eV) = 8.089
- SMILES = COC[C@H](C)N.COC[C@H](C)N.COCCNCCOC.COCCNCCOC.COCCNCCOC.COCCNCCOC.COCCNCCOC.COCCNCCOC.CCO.CCO.CCO.CCO
- HOMO level (eV) = -8.35

Atoms and positions in Å:
C: -0.021 -12.589 0.769
O: 0.148 -13.941 1.350
C: 1.057 -14.140 2.410
C: 0.519 -15.196 3.476
C: 1.470 -15.442 4.668
N: 0.295 -16.433 2.783
H: -0.871 -12.658 0.091
H: 0.886 -12.360 0.209
H: -0.181 -11.846 1.551
H: 2.020 -14.402 1.971
H: 1.167 -13.153 2.861
H: -0.421 -14.872 3.921
H: 1.549 -14.626 5.387
H: 2.552 -15.564 4.621
H: 1.075 -16.350 5.124
H: -0.638 -16.503 2.402
H: 0.553 -17.285 3.261
C: -9.174 4.260 0.280
O: -10.311 3.801 -0.491
C: -11.313 3.244 0.303
C: -12.486 2.717 -0.478
C: -13.858 2.367 0.295
N: -11.973 1.616 -1.243
H: -9.432 5.260 0.629
H: -8.197 4.216 -0.199
H: -9.022 3.658 1.176
H: -11.095 2.461 1.030
H: -11.755 3.933 1.023
H: -12.873 3.514 -1.112
H: -13.792 1.729 1.176
H: -14.502 1.751 -0.332
H: -14.426 3.230 0.643
H: -10.983 1.819 -1.225
H: -12.181 1.679 -2.229
C: 1.576 -5.865 -5.182
O: 0.829 -4.705 -4.891
C: 1.770 -3.686 -4.416
C: 0.757 -2.458 -4.409
N: 1.057 -1.205 -3.675
C: 1.613 -1.543 -2.351
C: 1.445 -0.405 -1.253
O: 0.083 -0.237 -0.893
C: -0.545 -1.225 -0.046
H: 1.008 -6.587 -5.769
H: 2.191 -6.305 -4.396
H: 2.396 -5.549 -5.827
H: 2.556 -3.574 -5.163
H: 2.015 -3.822 -3.363
H: -0.239 -2.742 -4.070
H: 0.723 -2.263 -5.481
H: 0.377 -0.459 -3.654
H: 2.640 -1.887 -2.475
H: 1.070 -2.413 -1.982
H: 2.093 0.443 -1.474
H: 1.961 -0.771 -0.365
H: -0.745 -2.211 -0.466
H: -1.450 -0.850 0.432
H: 0.103 -1.401 0.813
C: -7.294 -8.311 -2.694
O: -7.052 -7.293 -1.768
C: -5.784 -7.208 -1.216
C: -5.798 -7.343 0.350
N: -6.558 -8.533 0.774
C: -6.632 -8.654 2.247
C: -5.309 -9.008 2.986
O: -5.623 -9.287 4.371
C: -4.461 -9.815 4.948
H: -7.482 -9.206 -2.100
H: -6.570 -8.489 -3.489
H: -8.140 -7.994 -3.304
H: -5.515 -6.152 -1.249
H: -4.976 -7.683 -1.772
H: -6.300 -6.440 0.698
H: -4.748 -7.265 0.635
H: -7.491 -8.532 0.388
H: -7.296 -9.494 2.452
H: -7.117 -7.785 2.692
H: -4.604 -8.181 2.900
H: -4.976 -9.921 2.491
H: -3.511 -9.313 4.768
H: -4.346 -10.892 4.825
H: -4.629 -9.731 6.021
C: 16.134 13.632 -0.076
O: 14.890 13.901 0.499
C: 13.863 13.496 -0.368
C: 12.362 13.589 0.087
N: 11.507 13.221 -1.095
C: 10.023 13.375 -1.033
C: 9.419 12.224 -0.159
O: 9.179 10.963 -0.829
C: 8.524 10.045 0.040
H: 16.241 12.555 -0.204
H: 16.928 13.959 0.596
H: 16.267 14.147 -1.027
H: 14.079 12.520 -0.803
H: 14.016 14.297 -1.091
H: 12.212 14.627 0.386
H: 12.133 12.977 0.959
H: 11.838 13.680 -1.931
H: 9.450 13.415 -1.959
H: 9.766 14.360 -0.642
H: 8.459 12.662 0.114
H: 9.952 12.174 0.791
H: 7.732 9.527 -0.500
H: 7.820 10.500 0.737
H: 9.091 9.287 0.580
C: 0.383 13.254 -12.759
O: 0.896 13.012 -11.464
C: 1.842 13.977 -11.037
C: 1.950 13.715 -9.564
N: 2.577 12.364 -9.412
C: 2.166 11.881 -8.098
C: 2.835 10.532 -7.721
O: 2.353 9.450 -8.525
C: 2.618 8.090 -8.172
H: 0.119 14.297 -12.939
H: -0.492 12.619 -12.895
H: 1.189 12.986 -13.441
H: 1.383 14.963 -11.105
H: 2.761 13.947 -11.623
H: 0.967 13.812 -9.103
H: 2.534 14.563 -9.205
H: 2.413 11.700 -10.154
H: 1.102 11.801 -7.874
H: 2.534 12.674 -7.448
H: 2.618 10.140 -6.727
H: 3.918 10.563 -7.838
H: 3.676 7.868 -8.318
H: 1.885 7.447 -8.659
H: 2.403 7.860 -7.129
C: 7.203 -1.188 8.693
O: 6.360 -0.086 8.267
C: 6.567 1.175 8.837
C: 5.953 1.309 10.216
N: 6.839 0.843 11.334
C: 8.095 1.592 11.706
C: 8.541 1.330 13.095
O: 9.123 -0.037 13.019
C: 9.668 -0.489 14.251
H: 6.763 -1.914 8.009
H: 6.966 -1.480 9.716
H: 8.291 -1.134 8.674
H: 6.117 1.780 8.049
H: 7.627 1.390 8.705
H: 4.964 0.850 10.214
H: 5.827 2.381 10.366
H: 6.985 -0.156 11.314
H: 7.861 2.654 11.632
H: 8.950 1.455 11.045
H: 7.641 1.242 13.704
H: 9.142 2.108 13.566
H: 8.921 -0.501 15.045
H: 10.594 -0.024 14.589
H: 9.783 -1.562 14.096
C: -9.373 3.546 13.997
O: -9.478 4.601 13.044
C: -10.695 4.434 12.299
C: -10.566 4.590 10.771
N: -10.406 3.272 10.095
C: -9.063 2.907 10.254
C: -8.738 1.606 9.457
O: -8.162 0.592 10.326
C: -8.466 -0.722 9.787
H: -9.336 2.550 13.556
H: -10.222 3.688 14.666
H: -8.543 3.681 14.691
H: -11.305 5.224 12.738
H: -11.212 3.526 12.611
H: -9.693 5.197 10.530
H: -11.362 5.233 10.395
H: -10.970 2.484 10.378
H: -8.855 2.794 11.318
H: -8.456 3.667 9.762
H: -8.102 1.847 8.605
H: -9.699 1.399 8.986
H: -7.808 -1.552 10.048
H: -8.342 -0.672 8.705
H: -9.506 -0.945 10.023
C: -2.977 -13.387 -8.699
C: -2.643 -14.178 -7.448
O: -2.622 -15.587 -7.988
H: -2.851 -12.343 -8.412
H: -4.029 -13.450 -8.975
H: -2.420 -13.604 -9.612
H: -3.466 -14.018 -6.752
H: -1.693 -13.936 -6.971
H: -2.206 -16.151 -7.332
C: 2.120 -10.886 -13.824
C: 3.501 -10.376 -14.355
O: 4.056 -11.503 -14.976
H: 1.549 -10.004 -13.535
H: 2.296 -11.615 -13.033
H: 1.516 -11.317 -14.622
H: 4.106 -9.925 -13.568
H: 3.509 -9.506 -15.011
H: 4.191 -11.299 -15.904
C: 7.955 0.253 -5.903
C: 8.183 0.038 -4.443
O: 7.730 1.235 -3.796
H: 6.908 0.131 -6.177
H: 8.501 -0.543 -6.409
H: 8.370 1.232 -6.144
H: 9.261 -0.039 -4.302
H: 7.807 -0.837 -3.913
H: 8.313 1.995 -3.733
C: -5.767 1.336 -6.634
C: -6.375 1.976 -5.389
O: -7.611 2.723 -5.713
H: -4.921 0.793 -6.213
H: -5.375 2.131 -7.268
H: -6.510 0.669 -7.071
H: -5.678 2.731 -5.026
H: -6.536 1.241 -4.599
H: -7.992 3.239 -4.999

=====

6.
A cluster of 2 separate species, C5H12O in total. Source: the OMol25 dataset; level of theory: ωB97M-V with the def2-TZVPD basis set.

## Properties
- gap between HOMO and LUMO (eV) = 10.52
- ΔE to the lowest compared entry with this formula, charge and spin (eV) = 1.706
- SMILES = C=CC.CCO
- HOMO level (eV) = -9.47

Atoms and positions in Å:
C: 2.169 -0.865 0.382
C: 2.228 0.229 -0.367
C: 1.784 1.571 0.112
H: 2.116 -1.900 0.082
H: 2.025 -0.761 1.457
H: 2.767 0.190 -1.310
H: 2.601 2.268 0.315
H: 1.211 1.477 1.039
H: 1.098 2.023 -0.606
C: -2.577 -0.539 -0.802
C: -1.899 -0.178 0.498
O: -0.862 -1.068 0.840
H: -1.937 -0.522 -1.693
H: -3.423 0.086 -1.044
H: -2.852 -1.598 -0.771
H: -1.631 0.886 0.424
H: -2.616 -0.269 1.315
H: -0.203 -1.030 0.130